[1]
# C7H11F3IN

2 unconnected molecules or ions with the total composition C7H11F3IN at a distorted geometry (ωB97M-V/def2-TZVPD, the OMol25 dataset).

Kohn-Sham gap (alpha / beta) in Eh: 0.2794 / 0.3044
E_HOMO (alpha / beta) in eV: -8.07 / -8.91
Largest force on an atom in eV/A: 4.18
Net charge: 0

The geometry in XYZ format:
```
23
C7H11F3IN ωB97M-V/def2-TZVPD
C -0.16246 0.31401 -0.25822
C 1.78827 2.18553 -1.11158
C 1.40003 -1.50087 0.26441
C 2.08479 0.98035 -0.19230
C 1.15096 -0.20893 -0.54347
C -2.07323 0.33407 0.93144
C -3.07728 -1.87029 0.81807
N -0.81907 0.03340 0.81192
F -2.54934 -2.52392 -0.18701
F -4.38158 -1.59363 0.66028
F -2.88907 -2.61853 1.95462
I -3.30333 1.37562 -0.38873
H -0.51209 1.06611 -0.96059
H 0.72372 2.36591 -1.25459
H 2.35239 3.07046 -0.58568
H 2.33595 1.77949 -2.03672
H 2.23290 -2.12484 -0.10072
H 0.54503 -2.20631 0.09379
H 1.49051 -1.18727 1.32287
H 3.13684 0.85396 -0.22485
H 1.85062 1.33121 0.72918
H 1.19923 -0.18607 -1.65757
H -2.52376 0.33053 1.91547
```

Results of the Löwdin charge analysis, in e, for atoms 1 through 4:
1 C -0.19
2 C -0.10
3 C -0.05
4 C -0.24


[2]
# C20H46N2O8S2

3 unconnected molecules or ions with the total composition C20H46N2O8S2 at a distorted geometry (ωB97M-V/def2-TZVPD, the OMol25 dataset).

Kohn-Sham gap in Eh: 0.3405
SMILES string: O=S1(=O)OCC[C@@H](CCCCO)[C@H]1S.COCCNCCOC.COCCNCCOC
E_HOMO in eV: -8.89
Largest force on an atom in eV/A: 1.16
Net charge: 0

The geometry in XYZ format:
```
78
C20H46N2O8S2 ωB97M-V/def2-TZVPD
O 0.81890 -6.05842 -2.44317
S 1.46368 -4.80149 -2.38356
O 2.75156 -4.69905 -2.96843
O 1.54685 -4.39788 -0.85149
C 2.01200 -3.05373 -0.59077
C 1.49709 -2.03655 -1.59260
C 0.11568 -2.47349 -2.04582
C -0.80188 -1.33930 -2.53004
C -2.15885 -1.29098 -1.80248
C -3.26009 -2.07657 -2.51280
C -3.25183 -3.58113 -2.26394
O -4.42952 -3.97756 -1.56170
C 0.31022 -3.57101 -3.08900
S 0.97037 -2.88966 -4.62523
H 1.64792 -2.79203 0.39206
H 3.09342 -3.03693 -0.53686
H 1.48836 -1.05387 -1.14954
H 2.20100 -1.98358 -2.41340
H -0.36557 -2.97042 -1.21187
H -1.02129 -1.46165 -3.58379
H -0.31077 -0.38509 -2.40501
H -2.49300 -0.26314 -1.76514
H -2.09016 -1.62235 -0.76922
H -4.22822 -1.70837 -2.20260
H -3.15275 -1.90733 -3.57999
H -2.36818 -3.88916 -1.71291
H -3.23502 -4.11458 -3.21184
H -4.17635 -4.56410 -0.83440
H -0.60430 -4.09064 -3.31400
H 1.31165 -4.04184 -5.20516
C -7.04341 4.58473 1.23762
O -5.87007 4.92113 0.52228
C -4.78270 5.33249 1.34206
C -3.65513 4.32545 1.28781
N -4.02495 3.08432 1.95638
C -3.07740 1.99059 1.76908
C -2.88344 1.44194 0.35930
O -4.02264 0.77968 -0.15966
C -4.96630 1.61682 -0.80693
H -7.83135 4.41075 0.50720
H -6.91264 3.67497 1.83362
H -7.35279 5.40163 1.89594
H -5.10903 5.49571 2.37276
H -4.41957 6.28564 0.94726
H -2.77656 4.74718 1.78456
H -3.40394 4.17033 0.22940
H -4.93097 2.78872 1.61734
H -3.41296 1.16327 2.39892
H -2.10333 2.30732 2.15564
H -2.09661 0.68375 0.41361
H -2.52730 2.20492 -0.34398
H -4.48735 2.47275 -1.28845
H -5.73412 1.97164 -0.11473
H -5.46267 1.02057 -1.57320
C 5.77093 -1.08678 4.27382
O 5.37044 0.24936 4.03492
C 6.41193 1.09638 3.56222
C 6.14789 1.52958 2.13724
N 6.28483 0.41008 1.21426
C 5.84195 0.68985 -0.14809
C 4.36550 0.99711 -0.37207
O 3.50074 -0.10123 -0.12811
C 3.08734 -0.24761 1.22095
H 4.93387 -1.59833 4.74548
H 6.02277 -1.61100 3.34543
H 6.62926 -1.12715 4.95030
H 7.38475 0.60464 3.64559
H 6.42557 1.98395 4.20099
H 6.86585 2.30694 1.86105
H 5.14250 1.97239 2.10999
H 5.75510 -0.37374 1.57239
H 6.09208 -0.18413 -0.75424
H 6.43161 1.52420 -0.53969
H 4.24288 1.23992 -1.43081
H 4.02916 1.87625 0.18924
H 3.02767 0.71489 1.73319
H 3.74956 -0.91529 1.77848
H 2.09215 -0.69468 1.21833
```

Results of the Löwdin charge analysis, in e, for atoms 1 through 4:
1 O -0.25
2 S 0.57
3 O -0.27
4 O -0.22


[3]
# C42H35F7

7 unconnected molecules or ions with the total composition C42H35F7 (ωB97M-V/def2-TZVPD, the OMol25 dataset).

Kohn-Sham gap in Eh: 0.3598
SMILES string: Fc1ccccc1.Fc1ccccc1.Fc1ccccc1.Fc1ccccc1.Fc1ccccc1.Fc1ccccc1.Fc1ccccc1
E_HOMO in eV: -9.19
Largest force on an atom in eV/A: 0.74
Net charge: 0

The geometry in XYZ format:
```
84
C42H35F7 ωB97M-V/def2-TZVPD
F -0.06135 -0.92768 -2.21712
C 0.73940 -0.44889 -1.23448
C 1.59819 0.59114 -1.50872
C 2.34030 1.11459 -0.45653
C 2.24380 0.55847 0.81760
C 1.34016 -0.45920 1.06676
C 0.60361 -0.99547 0.02027
H 1.72639 1.00104 -2.50163
H 3.00898 1.94827 -0.61916
H 2.89550 0.91217 1.60600
H 1.28415 -0.87612 2.06377
H -0.05858 -1.83837 0.16362
F -2.29377 -6.02472 0.71270
C -1.11345 -5.95624 1.37174
C -0.23478 -4.94952 1.02789
C 1.00625 -4.90704 1.65422
C 1.28961 -5.81248 2.67786
C 0.40263 -6.83810 2.96255
C -0.82550 -6.92388 2.31169
H -0.54811 -4.21395 0.29886
H 1.73115 -4.16288 1.35132
H 2.20909 -5.68230 3.23344
H 0.63317 -7.53280 3.76089
H -1.50949 -7.73505 2.51102
F 6.95039 5.18897 4.25175
C 6.39185 3.96052 4.27450
C 5.19020 3.77469 3.62486
C 4.60813 2.51136 3.64978
C 5.27603 1.45206 4.25149
C 6.47269 1.68099 4.91831
C 7.04922 2.94341 4.93739
H 4.71579 4.63467 3.17319
H 3.66795 2.38426 3.12828
H 4.89572 0.44153 4.17603
H 6.96863 0.85363 5.40997
H 7.94431 3.17894 5.49617
F -3.16347 2.58290 2.13136
C -3.33825 2.28714 0.81789
C -2.32165 1.67045 0.13035
C -2.52965 1.38248 -1.21093
C -3.72953 1.67945 -1.83355
C -4.73863 2.29186 -1.09283
C -4.54898 2.60062 0.24237
H -1.37210 1.45822 0.60265
H -1.76399 0.82442 -1.73649
H -3.92731 1.36958 -2.85050
H -5.68871 2.48460 -1.57719
H -5.30942 3.04514 0.87050
F -2.42869 -1.24512 1.19772
C -3.74659 -1.46962 0.97447
C -4.66705 -0.72281 1.67219
C -6.00723 -1.06193 1.56695
C -6.39703 -2.14011 0.78831
C -5.45239 -2.87874 0.09602
C -4.10789 -2.55493 0.20988
H -4.34401 0.07302 2.32985
H -6.74963 -0.50862 2.12699
H -7.44706 -2.39241 0.70601
H -5.76884 -3.75200 -0.45759
H -3.35699 -3.13850 -0.30946
F 6.46253 5.06292 0.50395
C 5.56407 4.84230 -0.47610
C 6.00576 4.74571 -1.78459
C 5.05243 4.56117 -2.77148
C 3.70620 4.44071 -2.45380
C 3.30052 4.45274 -1.12599
C 4.23756 4.68178 -0.13188
H 7.06832 4.83180 -1.96584
H 5.39198 4.56272 -3.80051
H 2.97208 4.26836 -3.23018
H 2.26641 4.32475 -0.83484
H 4.01555 4.81779 0.92021
F -2.20448 -1.80775 -7.41153
C -2.84294 -1.74443 -6.22075
C -2.11137 -1.46954 -5.09256
C -2.79014 -1.33212 -3.88703
C -4.15165 -1.57697 -3.81437
C -4.83506 -1.94867 -4.96340
C -4.19374 -2.02112 -6.18769
H -1.05590 -1.24876 -5.17822
H -2.21358 -1.13827 -2.99337
H -4.69440 -1.57642 -2.87785
H -5.87676 -2.23205 -4.86691
H -4.70654 -2.22776 -7.11653
```

Results of the Löwdin charge analysis, in e, for atoms 1 through 4:
1 F 0.04
2 C -0.29
3 C 0.00
4 C -0.07


[4]
# C3H9NOS

2 unconnected molecules or ions with the total composition C3H9NOS at a distorted geometry (ωB97M-V/def2-TZVPD, the OMol25 dataset).

Kohn-Sham gap (alpha / beta) in Eh: 0.2512 / 0.1875
E_HOMO (alpha / beta) in eV: -14.24 / -14.20
Multiplicity: 2
Largest force on an atom in eV/A: 4.34
Net charge: +1
<S²>: 0.817

The geometry in XYZ format:
```
15
C3H9NOS ωB97M-V/def2-TZVPD
C -0.95560 0.64105 0.96694
O -2.34411 0.34174 0.93689
C -0.09263 0.10516 -0.16314
C 1.44795 0.51247 -0.00986
S 2.26048 -0.32486 -1.39179
N -0.35428 -1.36987 -0.16707
H -0.50843 0.36140 1.88042
H -0.97987 1.68857 0.95415
H -2.28728 -0.66524 0.89599
H -0.26194 0.53098 -1.14120
H 1.60629 1.55880 0.08983
H 1.92575 -0.00216 1.00535
H 0.62998 0.05657 -2.65927
H -0.72025 -1.70849 -1.06033
H 0.63394 -1.72610 -0.13693
```

Results of the Löwdin charge analysis, in e, for atoms 1 through 4:
1 C -0.25
2 O -0.03
3 C -0.46
4 C -0.46


[5]
# C8H11NOS

C8H11NOS in the gas phase at a distorted geometry (ωB97M-V/def2-TZVPD, the OMol25 dataset).

Kohn-Sham gap (alpha / beta) in Eh: 0.2096 / 0.2529
E_HOMO (alpha / beta) in eV: -4.93 / -9.35
Multiplicity: 3
Largest force on an atom in eV/A: 6.77
Net charge: 0
<S²>: 2.017

The geometry in XYZ format:
```
22
C8H11NOS ωB97M-V/def2-TZVPD
C -2.12845 0.02529 0.71769
C -1.73175 1.23730 0.47419
C 0.01015 -1.02188 0.24703
C -1.31540 -1.21550 0.85546
C -0.18591 1.57198 0.52030
C 2.32049 -1.42874 0.03936
C 0.39053 0.34723 -0.42597
C -0.11265 0.39638 -1.85182
N 0.98265 -1.79651 0.36102
O 2.48875 1.09793 0.90933
S 2.20682 0.47654 -0.38726
H -3.19833 -0.06413 0.73470
H -2.37166 2.04483 0.48978
H -1.07110 -1.22531 1.96059
H -1.91900 -1.99501 0.58819
H -0.04053 2.41204 -0.01248
H 0.40086 1.50739 1.39879
H 3.00584 -1.50593 0.85082
H 2.70499 -2.05445 -0.81049
H 0.15654 1.42567 -2.36291
H -1.08984 0.11189 -1.89388
H 0.49702 -0.34701 -2.40246
```

Results of the Löwdin charge analysis, in e, for atoms 1 through 4:
1 C -0.13
2 C -0.07
3 C -0.36
4 C -0.12


Short version: calculated total energy = -25176.52127; -62512.84097; -63143.71471; -17616.75752; -22840.14217 eV, in the order given.